Here is C14H11N3OS in the gas phase from the OMol25 dataset. Energies are from the ωB97M-V functional and the def2-TZVPD basis.

## Properties
Electronic energy ... -1177.7611 Ha
Relative energy (zero: lowest compared OMol25 entry of this formula, charge and spin) ... 12.4 kcal/mol
Structure (SMILES) ... c1ccc(SCc2nc(-c3ccccn3)no2)cc1
LUMO level ... 0.4 eV
Orbital gap ... 0.339 Ha
Strongest force on any atom ... 1.401 eV/Å
HOMO level ... -8.84 eV

Geometry (Å):
1 C 2.290 2.855 -4.803
2 C 1.320 1.891 -4.580
3 C 0.921 1.590 -3.290
4 C 1.511 2.246 -2.221
5 C 2.475 3.219 -2.439
6 C 2.859 3.524 -3.733
7 H 3.610 4.281 -3.903
8 H 2.913 3.730 -1.596
9 S 1.010 1.902 -0.542
10 C 1.357 0.087 -0.494
11 C 0.802 -0.457 0.754
12 N -0.376 -0.966 0.937
13 C -0.369 -1.291 2.268
14 N 0.761 -0.990 2.850
15 O 1.531 -0.447 1.878
16 C -1.515 -1.905 2.921
17 N -1.385 -2.252 4.197
18 C -2.416 -2.809 4.797
19 C -3.631 -3.055 4.169
20 C -3.765 -2.693 2.838
21 C -2.689 -2.105 2.195
22 H -2.734 -1.802 1.162
23 H -4.692 -2.865 2.310
24 H -4.445 -3.516 4.707
25 H -2.260 -3.074 5.835
26 H 0.872 -0.379 -1.349
27 H 2.438 -0.043 -0.523
28 H 0.147 0.856 -3.119
29 H 0.865 1.377 -5.413
30 H 2.595 3.089 -5.812

Cartesian forces, eV/Å:
C 0.0 0.0 0.0
C 0.0 -0.1 -0.1
C 0.0 0.0 -0.1
C -0.1 -0.1 0.5
C 0.0 0.0 0.0
C 0.0 0.1 -0.1
H 0.1 0.1 0.0
H 0.1 0.0 0.1
S 0.0 -0.2 -0.2
C 0.3 0.7 -0.1
C -0.6 -0.4 0.3
N 0.2 0.2 -0.4
C 1.0 0.5 -0.4
N -0.6 -0.5 1.2
O 0.2 0.3 -0.9
C -0.7 -0.3 0.1
N 0.5 0.2 0.0
C -0.3 -0.2 0.1
C 0.0 0.1 -0.1
C 0.1 0.0 0.1
C 0.2 0.0 0.1
H 0.0 0.0 -0.1
H 0.0 0.0 0.0
H 0.0 0.0 0.1
H -0.1 -0.1 0.1
H 0.1 -0.1 0.1
H -0.1 -0.1 -0.1
H -0.1 -0.1 0.0
H 0.0 0.0 -0.1
H 0.0 0.0 -0.1

Results of the Löwdin charge analysis, in e, for atoms 1 through 4: atom 1 (C): -0.0874, atom 2 (C): -0.0821, atom 3 (C): -0.1076, atom 4 (C): -0.5464



Here is 2 unconnected molecules or ions with the total composition C2H6S from the OMol25 dataset. Energies are from the ωB97M-V functional and the def2-TZVPD basis.

## Properties
Electronic energy ... -477.9408 Ha
Relative energy (zero: lowest compared OMol25 entry of this formula, charge and spin) ... 22.2 kcal/mol
Structure (SMILES) ... C=C.S
LUMO level ... 0.9 eV
Orbital gap ... 0.396 Ha
Strongest force on any atom ... 0.464 eV/Å
HOMO level ... -9.82 eV

Geometry (Å):
1 S -1.117 2.005 1.190
2 H -1.267 1.939 2.505
3 H 0.149 1.595 1.269
4 C 0.974 -0.690 -0.971
5 C -0.232 -1.131 -0.674
6 H 1.702 -1.375 -1.389
7 H 1.308 0.335 -0.854
8 H -0.510 -2.164 -0.835
9 H -1.007 -0.513 -0.242

Cartesian forces, eV/Å:
S -0.1 0.1 -0.3
H -0.1 0.0 0.4
H 0.1 -0.1 0.0
C 0.4 -0.2 -0.3
C -0.4 0.0 0.2
H 0.1 0.1 0.0
H -0.2 0.0 0.1
H 0.1 -0.1 0.0
H 0.1 0.2 0.0

Results of the Löwdin charge analysis, in e, for atoms 1 through 4: atom 1 (S): 0.4969, atom 2 (H): -0.2284, atom 3 (H): -0.2196, atom 4 (C): -0.0850



What did the first record say?
Here is C14H11N3OS in the gas phase from the OMol25 dataset. Energies are from the ωB97M-V functional and the def2-TZVPD basis.

## Properties
Electronic energy ... -1177.7611 Ha
Relative energy (zero: lowest compared OMol25 entry of this formula, charge and spin) ... 12.4 kcal/mol
Structure (SMILES) ... c1ccc(SCc2nc(-c3ccccn3)no2)cc1
LUMO level ... 0.4 eV
Orbital gap ... 0.339 Ha
Strongest force on any atom ... 1.401 eV/Å
HOMO level ... -8.84 eV

Geometry (Å):
1 C 2.290 2.855 -4.803
2 C 1.320 1.891 -4.580
3 C 0.921 1.590 -3.290
4 C 1.511 2.246 -2.221
5 C 2.475 3.219 -2.439
6 C 2.859 3.524 -3.733
7 H 3.610 4.281 -3.903
8 H 2.913 3.730 -1.596
9 S 1.010 1.902 -0.542
10 C 1.357 0.087 -0.494
11 C 0.802 -0.457 0.754
12 N -0.376 -0.966 0.937
13 C -0.369 -1.291 2.268
14 N 0.761 -0.990 2.850
15 O 1.531 -0.447 1.878
16 C -1.515 -1.905 2.921
17 N -1.385 -2.252 4.197
18 C -2.416 -2.809 4.797
19 C -3.631 -3.055 4.169
20 C -3.765 -2.693 2.838
21 C -2.689 -2.105 2.195
22 H -2.734 -1.802 1.162
23 H -4.692 -2.865 2.310
24 H -4.445 -3.516 4.707
25 H -2.260 -3.074 5.835
26 H 0.872 -0.379 -1.349
27 H 2.438 -0.043 -0.523
28 H 0.147 0.856 -3.119
29 H 0.865 1.377 -5.413
30 H 2.595 3.089 -5.812

Cartesian forces, eV/Å:
C 0.0 0.0 0.0
C 0.0 -0.1 -0.1
C 0.0 0.0 -0.1
C -0.1 -0.1 0.5
C 0.0 0.0 0.0
C 0.0 0.1 -0.1
H 0.1 0.1 0.0
H 0.1 0.0 0.1
S 0.0 -0.2 -0.2
C 0.3 0.7 -0.1
C -0.6 -0.4 0.3
N 0.2 0.2 -0.4
C 1.0 0.5 -0.4
N -0.6 -0.5 1.2
O 0.2 0.3 -0.9
C -0.7 -0.3 0.1
N 0.5 0.2 0.0
C -0.3 -0.2 0.1
C 0.0 0.1 -0.1
C 0.1 0.0 0.1
C 0.2 0.0 0.1
H 0.0 0.0 -0.1
H 0.0 0.0 0.0
H 0.0 0.0 0.1
H -0.1 -0.1 0.1
H 0.1 -0.1 0.1
H -0.1 -0.1 -0.1
H -0.1 -0.1 0.0
H 0.0 0.0 -0.1
H 0.0 0.0 -0.1

Results of the Löwdin charge analysis, in e, for atoms 1 through 4: atom 1 (C): -0.0874, atom 2 (C): -0.0821, atom 3 (C): -0.1076, atom 4 (C): -0.5464